--- A ---
Below is a single C7H12 molecule, with properties calculated with ωB97M-V with the def2-TZVPD basis set.

Positions of all 19 atoms, in Å:
H -1.16941 0.84346 -1.85889
H -1.56921 1.65212 0.66804
C 1.56836 1.03880 -0.01308
H 0.80559 -1.88646 0.86470
H -1.46131 -0.67950 2.04516
C -0.67773 -0.32502 1.36305
H 2.29860 1.76266 -0.37757
H -2.11584 0.09623 -0.17175
H 1.42452 0.32441 -2.12743
H 0.71274 1.58836 0.39811
H 0.11229 0.08839 2.00616
H 1.98930 0.47348 0.82342
H -0.04396 -1.60594 -1.75064
C 0.04856 -0.91144 -0.92659
C 0.96134 0.24666 -1.13599
H -0.86189 -2.28286 0.42330
C -0.13061 -1.47203 0.47781
C -1.26615 0.64580 0.32387
C -0.62519 0.40289 -1.03166

charge = 0
HOMO energy = -0.31963 Eh
gap between HOMO and LUMO = 9.82 eV
LUMO level = 1.124 eV

The computed natural (NBO) charges, all in e, follow:
1. H 0.222
2. H 0.225
3. C -0.620
4. H 0.213
5. H 0.213
6. C -0.414
7. H 0.219
8. H 0.234
9. H 0.219
10. H 0.210
11. H 0.207
12. H 0.199
13. H 0.221
14. C -0.230
15. C -0.247
16. H 0.209
17. C -0.408
18. C -0.445
19. C -0.227

***

--- B ---
Below is a single C7H12 molecule, with properties calculated with ωB97M-V with the def2-TZVPD basis set.

Positions of all 19 atoms, in Å:
H 4.30372 0.41533 -0.10889
H -0.29938 0.69919 0.59152
H 3.59843 0.82865 1.48359
H -1.66339 0.93675 -1.45316
H 4.62853 -0.61482 1.29802
C -0.75617 -0.18939 0.12596
C 2.65181 -0.69759 0.41217
C 0.28542 -0.88323 -0.76586
H -3.95242 1.10828 -0.41944
H -3.41058 0.15184 0.96751
H -2.72507 1.76200 0.67737
H 0.42057 -0.25661 -1.66154
H -0.05611 -1.87072 -1.10863
C 3.87218 0.00385 0.81141
H -1.04010 -0.86419 0.94288
C -1.98394 0.22424 -0.67764
H -2.38112 -0.65543 -1.20458
C 1.58651 -0.94525 -0.09645
C -3.07890 0.84708 0.18577

charge = 0
HOMO energy = -0.34052 Eh
gap between HOMO and LUMO = 10.34 eV
LUMO level = 1.071 eV

The computed natural (NBO) charges, all in e, follow:
1. H 0.232
2. H 0.203
3. H 0.232
4. H 0.194
5. H 0.229
6. C -0.376
7. C -0.011
8. C -0.465
9. H 0.209
10. H 0.203
11. H 0.203
12. H 0.222
13. H 0.224
14. C -0.677
15. H 0.201
16. C -0.394
17. H 0.194
18. C -0.019
19. C -0.602

***

--- C ---
Below is 2 unconnected molecules or ions with the total composition C7H12, with properties calculated with ωB97M-V with the def2-TZVPD basis set.

Positions of all 19 atoms, in Å:
H -2.16320 0.90215 1.10522
C -0.17070 -0.76777 -1.23244
C 2.21700 -0.77929 -0.17282
H -2.19480 1.20235 -0.65203
H -2.08431 -1.28550 -0.17297
H 2.75787 -0.54686 -1.08620
H 0.92056 2.15690 -0.58961
H -0.08832 0.10447 -1.89028
C -1.19691 -0.64072 -0.08046
H -0.25834 -2.19078 1.19762
H -0.31826 -1.66365 -1.84224
C 0.36970 2.20623 0.35389
H 2.79491 -0.86349 0.74365
H -0.01494 -0.54242 1.83305
C -1.60402 0.76985 0.16778
C 0.90212 -0.93079 -0.17218
C -0.12805 -1.14031 0.92188
H -0.74342 2.15564 0.39444
H 1.00311 1.85397 1.17370

charge = 0
HOMO energy (alpha / beta) = -0.29230 / -0.30377 Eh
gap between HOMO and LUMO (alpha / beta) = 8.38 / 8.70 eV
LUMO level (alpha / beta) = 0.426 / 0.433 eV

The computed natural (NBO) charges, all in e, follow:
1. H 0.194
2. C -0.446
3. C -0.420
4. H 0.194
5. H 0.216
6. H 0.200
7. H 0.176
8. H 0.215
9. C -0.270
10. H 0.220
11. H 0.220
12. C -0.543
13. H 0.200
14. H 0.215
15. C -0.366
16. C 0.056
17. C -0.447
18. H 0.210
19. H 0.177

***

--- D ---
Below is 2 unconnected molecules or ions with the total composition C7H12, with properties calculated with ωB97M-V with the def2-TZVPD basis set.

Positions of all 19 atoms, in Å:
H -2.24733 -1.58240 -1.11347
H 0.43593 1.27138 2.07713
C 0.93250 0.68630 -1.23242
H -3.08143 -2.00565 0.40820
C -0.18960 1.42168 -1.20961
H -1.30736 -1.87288 0.36913
C 1.69493 -0.95643 0.56730
C -2.24130 -1.46124 -0.02792
H 2.03111 -1.02965 1.60558
H 1.42697 0.27915 -2.10879
H -0.77328 1.73257 -2.06961
H 2.46996 -1.40626 -0.06057
C -0.51338 1.76059 0.18450
H 0.78347 -1.55125 0.46175
C 1.44791 0.50018 0.16984
H 2.39961 1.04925 0.26595
C 0.40882 1.21557 0.99352
H -1.37351 2.34865 0.49036
H -2.30402 -0.39955 0.22911

charge = 0
HOMO energy = -0.31391 Eh
gap between HOMO and LUMO = 9.58 eV
LUMO level = 1.035 eV

The computed natural (NBO) charges, all in e, follow:
1. H 0.213
2. H 0.212
3. C -0.174
4. H 0.210
5. C -0.237
6. H 0.206
7. C -0.584
8. C -0.848
9. H 0.209
10. H 0.212
11. H 0.215
12. H 0.209
13. C -0.240
14. H 0.210
15. C -0.313
16. H 0.239
17. C -0.174
18. H 0.216
19. H 0.218

***

Calculated relative energies: A 0.810; B 0.659; C 4.700; D 0.000, given in eV

***

--- A ---
Below is a single C7H12 molecule, with properties calculated with ωB97M-V with the def2-TZVPD basis set.

Positions of all 19 atoms, in Å:
C 1.09815 -0.47391 -0.79486
H 1.38077 -1.51721 -0.98764
H -1.52548 -0.99593 1.58743
H 0.92789 -0.67957 1.32081
H 3.01732 0.06436 0.09311
H 0.50381 -0.15329 -1.66079
C 0.27066 -0.39166 0.49287
C -1.05336 -1.20530 0.56975
C -1.82643 0.31795 0.73342
H 2.93401 0.34479 -1.65202
H -2.68645 0.60660 1.34229
C -1.99764 -0.57049 -0.41699
C -0.45101 0.95343 0.76386
C 2.35892 0.39191 -0.72020
H -1.58116 -0.16588 -1.33260
H 2.10911 1.44474 -0.53874
H -0.35217 1.73539 0.00761
H -0.17570 1.36263 1.73977
H -2.95124 -1.06853 -0.54710

charge = 0
HOMO energy = -0.29178 Eh
gap between HOMO and LUMO = 9.08 eV
LUMO level = 1.144 eV

The computed natural (NBO) charges, all in e, follow:
1. C -0.394
2. H 0.208
3. H 0.262
4. H 0.206
5. H 0.202
6. H 0.191
7. C -0.236
8. C -0.277
9. C -0.188
10. H 0.211
11. H 0.221
12. C -0.450
13. C -0.420
14. C -0.604
15. H 0.220
16. H 0.201
17. H 0.198
18. H 0.218
19. H 0.230

***

--- B ---
Below is a single C7H12 molecule, with properties calculated with ωB97M-V with the def2-TZVPD basis set.

Positions of all 19 atoms, in Å:
H 0.44694 0.12234 -1.44865
C 0.57041 -1.21382 0.33762
H -2.14986 0.01756 1.76035
C -1.91882 -0.49370 -0.35504
H -2.89978 -0.95898 -0.40069
H -1.26543 -2.02474 1.10616
C -0.68894 1.43688 0.95647
H 3.13918 -0.55132 -0.10019
H -1.59680 -0.03259 -1.28514
H -0.33781 1.74238 -0.03440
C -1.48110 0.14164 0.91106
H 1.21453 -1.45942 -1.46890
H 0.17914 1.35684 1.61976
C 1.11171 -0.53488 -0.86029
H -1.33070 2.23773 1.34040
H 2.41780 1.06426 -0.19052
C -0.87037 -1.21946 0.48745
H 2.96539 0.27228 -1.67462
C 2.49450 0.09700 -0.70082

charge = 0
HOMO energy = -0.28649 Eh
gap between HOMO and LUMO = 8.32 eV
LUMO level = 0.528 eV

The computed natural (NBO) charges, all in e, follow:
1. H 0.178
2. C 0.147
3. H 0.223
4. C -0.421
5. H 0.226
6. H 0.222
7. C -0.624
8. H 0.222
9. H 0.214
10. H 0.211
11. C -0.148
12. H 0.273
13. H 0.221
14. C -0.572
15. H 0.222
16. H 0.202
17. C -0.401
18. H 0.205
19. C -0.598

***

Calculated relative energies: A 0.000; B 0.577, given in eV

***

--- A ---
Below is 2 unconnected molecules or ions with the total composition C7H12, with properties calculated with ωB97M-V with the def2-TZVPD basis set.

Positions of all 19 atoms, in Å:
H 0.67307 0.20193 -1.80483
H -2.18450 1.30519 1.13094
H -0.03007 -1.62121 1.66690
H -0.14199 0.81663 2.36976
H 2.36995 0.70284 -2.01046
H 1.08350 1.55037 -2.91304
H 2.15134 -0.48328 -0.15913
C -2.00984 -0.31708 -0.39544
C -1.58452 0.43985 0.83217
C 1.53220 -1.19134 0.38161
H -2.07175 -0.34185 -1.47233
H 1.75863 -2.24456 0.23747
H 0.42308 1.30920 0.77779
C -2.27273 -0.89060 0.73388
C -0.12520 0.52200 1.30991
H 1.22533 1.75671 -1.14550
H -2.64437 -1.74065 1.28287
C 1.33529 1.05408 -1.97486
C 0.51259 -0.82822 1.15228

charge = 0
HOMO energy = -0.34783 Eh
gap between HOMO and LUMO = 10.64 eV
LUMO level = 1.172 eV

The computed natural (NBO) charges, all in e, follow:
1. H 0.220
2. H 0.180
3. H 0.188
4. H 0.214
5. H 0.210
6. H 0.214
7. H 0.193
8. C -0.182
9. C -0.228
10. C -0.404
11. H 0.225
12. H 0.198
13. H 0.208
14. C -0.189
15. C -0.466
16. H 0.210
17. H 0.225
18. C -0.854
19. C -0.162

***

--- B ---
Below is a single C7H12 molecule, with properties calculated with ωB97M-V with the def2-TZVPD basis set.

Positions of all 19 atoms, in Å:
H -2.72216 0.93391 0.43557
C -0.14042 0.26985 1.13512
C 0.90467 0.25997 0.04132
C -0.18562 0.30242 -1.00079
H 1.89682 -1.46730 -0.93824
H -0.54997 1.32610 -1.15869
C -2.57161 -0.06209 0.00763
C 1.88558 -0.86872 -0.03030
H -0.59888 1.25223 1.30293
H 2.91866 0.92851 0.77453
H 2.68362 0.95674 -1.03965
H 2.08431 -1.43198 0.87961
H -3.18711 -0.77221 0.56849
H 0.02761 -0.17336 -1.96266
H 0.21557 -0.06919 2.12015
H -2.97545 -0.03060 -1.01457
C -1.08750 -0.41733 0.03714
C 2.35379 0.56750 -0.08009
H -0.95192 -1.50444 -0.07751

charge = 0
HOMO energy = -0.35682 Eh
gap between HOMO and LUMO = 10.87 eV
LUMO level = 1.161 eV

The computed natural (NBO) charges, all in e, follow:
1. H 0.202
2. C -0.385
3. C -0.066
4. C -0.386
5. H 0.206
6. H 0.196
7. C -0.615
8. C -0.420
9. H 0.193
10. H 0.217
11. H 0.216
12. H 0.208
13. H 0.210
14. H 0.202
15. H 0.208
16. H 0.210
17. C -0.187
18. C -0.418
19. H 0.207

***

Calculated relative energies: A 1.767; B 0.000, given in eV